{"formula": "C33H51Br2NO4PtSSb2Si", "method": "ωB97M-V with the def2-TZVPD basis set", "symbols": ["Pt", "Br", "C", "C", "C", "Br", "C", "C", "C", "C", "N", "C", "C", "O", "H", "H", "H", "H", "C", "Sb", "C", "C", "C", "C", "C", "C", "C", "C", "C", "Sb", "C", "C", "H", "H", "H", "H", "H", "H", "H", "H", "H", "H", "H", "H", "H", "H", "H", "H", "H", "H", "H", "H", "C", "C", "C", "C", "O", "Si", "S", "O", "C", "C", "C", "C", "O", "C", "C", "C", "C", "H", "H", "H", "H", "H", "H", "H", "H", "H", "H", "H", "H", "H", "H", "H", "H", "H", "H", "H", "H", "H", "H", "H", "H", "H", "H", "H"], "coordinates": [[-0.640, 1.002, 0.011], [4.614, 0.556, -0.298], [3.535, 0.272, 1.234], [4.120, -0.132, 2.425], [3.353, -0.284, 3.558], [4.208, -0.805, 5.183], [1.964, -0.066, 3.529], [1.096, -0.150, 4.636], [-0.251, 0.031, 4.465], [-0.755, 0.253, 3.178], [0.040, 0.398, 2.143], [1.372, 0.283, 2.280], [2.162, 0.520, 1.095], [1.633, 0.923, 0.008], [5.183, -0.318, 2.456], [1.499, -0.358, 5.616], [-0.933, 0.001, 5.299], [-1.821, 0.312, 2.992], [1.539, 0.715, -3.887], [0.060, -0.034, -2.477], [-1.644, 0.746, -3.548], [0.003, -2.120, -3.268], [-1.385, -2.481, -3.591], [-1.890, -2.114, -4.836], [-3.215, -2.313, -5.166], [-4.066, -2.880, -4.230], [-3.567, -3.294, -3.010], [-2.226, -3.133, -2.675], [-1.737, -3.692, -1.400], [-1.526, -2.198, 0.225], [-1.474, -3.752, 1.748], [-3.672, -1.964, 0.382], [1.189, 0.548, -4.904], [2.471, 0.182, -3.729], [1.711, 1.776, -3.732], [-1.483, 0.659, -4.617], [-1.784, 1.786, -3.268], [-2.538, 0.196, -3.273], [0.463, -2.757, -2.517], [0.626, -2.082, -4.159], [-1.216, -1.667, -5.554], [-3.583, -2.027, -6.140], [-5.111, -3.015, -4.462], [-4.224, -3.767, -2.293], [-0.759, -4.156, -1.511], [-2.439, -4.428, -1.015], [-2.297, -4.443, 1.619], [-1.547, -3.298, 2.730], [-0.541, -4.300, 1.694], [-4.126, -2.926, 0.604], [-4.043, -1.581, -0.563], [-3.914, -1.250, 1.160], [-3.981, 5.066, 3.373], [-3.364, 3.795, 2.785], [-2.112, 3.400, 3.574], [-4.390, 2.666, 2.803], [-2.956, 4.104, 1.467], [-3.136, 3.457, 0.006], [-2.896, 1.311, -0.006], [-4.654, 3.773, -0.421], [-5.422, 3.646, -1.606], [-6.830, 4.134, -1.247], [-4.817, 4.527, -2.695], [-5.461, 2.185, -2.056], [-2.064, 4.106, -1.010], [-0.739, 4.616, -0.913], [-0.810, 6.074, -1.373], [-0.190, 4.516, 0.506], [0.156, 3.797, -1.847], [-4.266, 4.900, 4.409], [-4.859, 5.347, 2.799], [-3.264, 5.883, 3.328], [-2.395, 2.974, 4.531], [-1.480, 4.266, 3.747], [-1.539, 2.668, 3.009], [-4.781, 2.533, 3.808], [-3.937, 1.736, 2.468], [-5.209, 2.911, 2.133], [-6.780, 5.168, -0.911], [-7.245, 3.526, -0.446], [-7.484, 4.080, -2.113], [-4.852, 5.570, -2.392], [-5.360, 4.404, -3.627], [-3.778, 4.249, -2.834], [-5.818, 1.558, -1.239], [-4.461, 1.854, -2.324], [-6.116, 2.065, -2.914], [-1.520, 6.614, -0.752], [-1.151, 6.118, -2.404], [0.164, 6.545, -1.298], [-0.819, 5.069, 1.196], [0.821, 4.906, 0.544], [-0.173, 3.463, 0.814], [-0.238, 3.789, -2.860], [0.219, 2.768, -1.476], [1.156, 4.219, -1.855]], "lowdin_charge": [0.42, 0.76, -0.60, -0.17, -0.62, 0.75, -0.19, -0.02, -0.03, -0.15, 0.00, -0.15, -0.44, -0.29, 0.10, 0.08, 0.11, 0.10, -0.27, 1.39, -0.30, -0.26, -0.32, -0.08, -0.09, -0.08, -0.05, -0.29, -0.32, 1.30, -0.33, -0.34, 0.01, 0.00, 0.00, 0.01, -0.01, 0.00, 0.05, 0.07, 0.11, 0.10, 0.10, 0.11, 0.06, 0.06, 0.00, -0.01, -0.01, 0.00, -0.01, -0.03, -0.02, -0.64, -0.02, -0.05, -0.13, -0.08, 0.33, -0.12, -0.64, -0.02, -0.02, -0.05, -0.14, -0.63, -0.02, -0.03, -0.04, 0.09, 0.09, 0.09, 0.09, 0.09, 0.05, 0.09, 0.03, 0.08, 0.08, 0.08, 0.08, 0.09, 0.09, 0.07, 0.09, 0.04, 0.09, 0.09, 0.09, 0.09, 0.08, 0.10, 0.06, 0.09, 0.00, 0.09], "homo_ev": [-7.5, -7.6], "multiplicity": 1, "charge": 0, "e_above_lowest_ev": 2.232}

{"formula": "C20H30N4O9STi", "method": "ωB97M-V with the def2-TZVPD basis set", "symbols": ["Ti", "C", "C", "O", "C", "C", "O", "C", "C", "O", "C", "C", "O", "C", "C", "O", "C", "C", "O", "H", "H", "H", "H", "H", "H", "H", "H", "H", "H", "H", "H", "H", "H", "H", "H", "H", "H", "H", "H", "H", "H", "H", "H", "N", "C", "N", "C", "N", "N", "C", "C", "C", "C", "C", "C", "S", "O", "O", "O", "H", "H", "H", "H", "H", "H"], "coordinates": [[-0.544, 0.365, 0.109], [-0.651, 0.874, -3.105], [-0.949, 2.264, -2.699], [-1.292, 2.150, -1.308], [-1.684, 3.426, -0.764], [-0.753, 3.622, 0.384], [-0.755, 2.430, 1.174], [-1.746, 2.370, 2.208], [-3.022, 1.806, 1.624], [-2.615, 0.866, 0.613], [-3.699, 0.214, -0.066], [-3.266, -1.203, -0.221], [-1.900, -1.146, -0.655], [-1.416, -2.486, -0.970], [-0.159, -2.622, -0.167], [0.546, -1.384, -0.332], [1.541, -1.380, -1.349], [0.890, -0.845, -2.563], [0.144, 0.314, -2.059], [-0.116, 0.831, -4.062], [-1.589, 0.314, -3.194], [-1.786, 2.626, -3.299], [-0.094, 2.941, -2.838], [-2.738, 3.411, -0.479], [-1.532, 4.215, -1.511], [-1.020, 4.483, 1.001], [0.261, 3.781, 0.016], [-1.938, 3.382, 2.604], [-1.352, 1.730, 3.000], [-3.672, 2.558, 1.162], [-3.608, 1.291, 2.404], [-3.859, 0.714, -1.039], [-4.607, 0.238, 0.539], [-3.886, -1.719, -0.975], [-3.310, -1.736, 0.745], [-1.267, -2.540, -2.057], [-2.163, -3.214, -0.669], [0.475, -3.446, -0.495], [-0.402, -2.734, 0.894], [2.017, -2.365, -1.498], [2.339, -0.710, -1.033], [0.184, -1.522, -3.079], [1.630, -0.522, -3.292], [-1.547, -1.902, 6.185], [-1.598, -1.717, 5.051], [-1.646, -1.475, 3.757], [-1.129, -0.947, 2.790], [-0.689, -0.434, 1.787], [1.398, 1.071, 0.853], [2.610, 0.278, 0.956], [3.677, 0.621, 0.130], [4.614, -0.391, -0.158], [4.452, -1.668, 0.397], [3.542, -1.857, 1.441], [2.623, -0.863, 1.766], [4.970, -3.124, -0.583], [4.971, -4.213, 0.359], [6.221, -2.745, -1.192], [3.820, -3.131, -1.516], [1.636, 1.908, 0.314], [1.046, 1.350, 1.769], [3.700, 1.582, -0.368], [5.379, -0.184, -0.894], [3.475, -2.812, 1.951], [1.842, -0.991, 2.508]], "lowdin_charge": [1.34, -0.14, -0.12, -0.21, -0.11, -0.11, -0.25, -0.10, -0.10, -0.27, -0.10, -0.12, -0.23, -0.07, -0.07, -0.25, -0.12, -0.07, -0.21, 0.16, 0.15, 0.16, 0.16, 0.14, 0.16, 0.16, 0.15, 0.16, 0.13, 0.14, 0.16, 0.16, 0.16, 0.17, 0.16, 0.15, 0.15, 0.17, 0.14, 0.13, 0.11, 0.15, 0.16, 0.22, -0.27, 0.19, -0.19, 0.04, 0.06, -0.32, -0.03, -0.01, -0.20, -0.02, -0.01, 0.45, -0.31, -0.30, -0.37, 0.12, 0.12, 0.12, 0.13, 0.13, 0.11], "homo_ev": -12.7, "multiplicity": 1, "charge": 2, "e_above_lowest_ev": 0.000}

{"formula": "C22H20N6OS", "method": "ωB97M-V with the def2-TZVPD basis set", "symbols": ["C", "C", "C", "N", "C", "C", "C", "N", "C", "N", "C", "S", "C", "C", "C", "C", "O", "N", "N", "C", "C", "C", "C", "C", "C", "C", "N", "C", "C", "C", "H", "H", "H", "H", "H", "H", "H", "H", "H", "H", "H", "H", "H", "H", "H", "H", "H", "H", "H", "H"], "coordinates": [[1.903, 4.021, 0.073], [0.816, 3.315, 0.814], [-0.399, 2.916, 0.193], [-0.619, 3.311, -1.102], [0.122, 2.760, -2.117], [0.612, 3.577, -3.212], [0.016, 4.847, -3.315], [-0.653, 5.784, -3.469], [1.332, 3.079, -4.261], [1.556, 1.790, -4.298], [1.128, 0.966, -3.310], [1.281, -0.849, -3.363], [0.384, -0.887, -1.801], [0.045, -2.158, -1.232], [-0.371, -2.373, 0.061], [-0.806, -3.637, 0.685], [-1.469, -3.637, 1.687], [-0.741, -4.865, 0.010], [-1.395, -6.090, 0.329], [-2.518, -6.573, -0.475], [-0.846, -6.808, 1.607], [0.125, 0.263, -1.311], [0.440, 1.395, -2.192], [-1.396, 2.295, 0.865], [-1.164, 1.908, 2.081], [-0.074, 2.304, 2.851], [0.388, 2.208, 4.149], [1.635, 2.733, 4.273], [2.074, 3.288, 3.090], [0.961, 3.038, 2.184], [1.461, 4.898, -0.404], [2.714, 4.366, 0.718], [2.420, 3.361, -0.619], [-0.753, 4.319, -1.313], [1.673, 3.624, -5.098], [0.142, -3.020, -1.862], [-0.367, -1.449, 0.567], [0.065, -5.013, -0.600], [-3.122, -5.794, -0.710], [-2.082, -6.821, -1.515], [-2.976, -7.342, 0.048], [-1.715, -7.203, 2.162], [-0.193, -7.620, 1.200], [-0.379, -6.091, 2.257], [-0.265, 0.437, -0.324], [-2.368, 2.221, 0.387], [-1.861, 1.253, 2.574], [-0.070, 1.881, 5.033], [2.192, 2.503, 5.094], [3.114, 3.567, 2.912]], "lowdin_charge": [-0.01, -0.12, -0.27, 0.10, -0.13, -0.16, -0.21, 0.17, -0.10, 0.06, -0.46, 1.06, -0.53, -0.08, 0.03, -0.47, 0.07, 0.04, -0.25, -0.06, -0.02, -0.05, -0.13, -0.08, -0.05, -0.16, 0.06, -0.12, 0.00, -0.12, 0.09, 0.08, 0.09, 0.14, 0.12, 0.09, 0.09, 0.13, 0.03, 0.10, 0.06, 0.07, 0.08, 0.06, 0.11, 0.14, 0.12, 0.18, 0.09, 0.10], "homo_ev": -8.2, "multiplicity": 1, "charge": 0, "e_above_lowest_ev": 4.893}

Copy entry 3 word for word.
{"formula": "C22H20N6OS", "method": "ωB97M-V with the def2-TZVPD basis set", "symbols": ["C", "C", "C", "N", "C", "C", "C", "N", "C", "N", "C", "S", "C", "C", "C", "C", "O", "N", "N", "C", "C", "C", "C", "C", "C", "C", "N", "C", "C", "C", "H", "H", "H", "H", "H", "H", "H", "H", "H", "H", "H", "H", "H", "H", "H", "H", "H", "H", "H", "H"], "coordinates": [[1.903, 4.021, 0.073], [0.816, 3.315, 0.814], [-0.399, 2.916, 0.193], [-0.619, 3.311, -1.102], [0.122, 2.760, -2.117], [0.612, 3.577, -3.212], [0.016, 4.847, -3.315], [-0.653, 5.784, -3.469], [1.332, 3.079, -4.261], [1.556, 1.790, -4.298], [1.128, 0.966, -3.310], [1.281, -0.849, -3.363], [0.384, -0.887, -1.801], [0.045, -2.158, -1.232], [-0.371, -2.373, 0.061], [-0.806, -3.637, 0.685], [-1.469, -3.637, 1.687], [-0.741, -4.865, 0.010], [-1.395, -6.090, 0.329], [-2.518, -6.573, -0.475], [-0.846, -6.808, 1.607], [0.125, 0.263, -1.311], [0.440, 1.395, -2.192], [-1.396, 2.295, 0.865], [-1.164, 1.908, 2.081], [-0.074, 2.304, 2.851], [0.388, 2.208, 4.149], [1.635, 2.733, 4.273], [2.074, 3.288, 3.090], [0.961, 3.038, 2.184], [1.461, 4.898, -0.404], [2.714, 4.366, 0.718], [2.420, 3.361, -0.619], [-0.753, 4.319, -1.313], [1.673, 3.624, -5.098], [0.142, -3.020, -1.862], [-0.367, -1.449, 0.567], [0.065, -5.013, -0.600], [-3.122, -5.794, -0.710], [-2.082, -6.821, -1.515], [-2.976, -7.342, 0.048], [-1.715, -7.203, 2.162], [-0.193, -7.620, 1.200], [-0.379, -6.091, 2.257], [-0.265, 0.437, -0.324], [-2.368, 2.221, 0.387], [-1.861, 1.253, 2.574], [-0.070, 1.881, 5.033], [2.192, 2.503, 5.094], [3.114, 3.567, 2.912]], "lowdin_charge": [-0.01, -0.12, -0.27, 0.10, -0.13, -0.16, -0.21, 0.17, -0.10, 0.06, -0.46, 1.06, -0.53, -0.08, 0.03, -0.47, 0.07, 0.04, -0.25, -0.06, -0.02, -0.05, -0.13, -0.08, -0.05, -0.16, 0.06, -0.12, 0.00, -0.12, 0.09, 0.08, 0.09, 0.14, 0.12, 0.09, 0.09, 0.13, 0.03, 0.10, 0.06, 0.07, 0.08, 0.06, 0.11, 0.14, 0.12, 0.18, 0.09, 0.10], "homo_ev": -8.2, "multiplicity": 1, "charge": 0, "e_above_lowest_ev": 4.893}